Record 1
ORCA calculation (ωB97M-V/def2-TZVPD) on a structure of composition C2H2CdFO2 in a non-equilibrium geometry.

Geometry as XYZ:
```
8
Properties=species:S:1:pos:R:3
H -0.81464 1.16323 0.70613
O -0.16131 -0.79594 1.26287
C 0.01332 0.35904 0.67734
C -0.03333 0.27124 -0.85476
O -0.21460 -0.83669 -1.36884
F 1.24161 0.97932 0.96922
H 0.30446 1.12532 -1.46436
Cd -0.33551 -2.26553 0.07241
```

Output
HOMO energy ... -15.26 eV
Energy relative to the best compared isomer or geometry (same formula, charge and spin) ... 4.1 kcal per mole
Charge ... +1
E_LUMO ... -7.4677 eV
Electronic energy ... -13472.8191 eV
Gap between HOMO and LUMO ... 7.80 eV

Record 2
ORCA calculation (ωB97M-V/def2-TZVPD) on a cluster of 2 separate species, H4N4O2 in total in a non-equilibrium geometry.

Geometry as XYZ:
```
10
Properties=species:S:1:pos:R:3
H -1.65609 1.95432 -0.03664
N -0.56034 1.69211 -0.04447
N -0.52704 0.47967 -0.04423
N -1.63873 -0.21838 0.18647
H -1.60450 -1.22331 0.22101
H -2.53698 0.18745 0.21479
O 2.81907 -1.78849 -0.97345
N 1.91933 -1.26168 -0.38185
O 2.29653 -0.11689 0.22104
H 1.48875 0.29519 0.63732
```

Output
HOMO energy ... -9.97 eV
Energy relative to the best compared isomer or geometry (same formula, charge and spin) ... 0.0 kcal per mole
Charge ... 0
E_LUMO ... 0.7536 eV
Electronic energy ... -10115.4669 eV
SMILES string ... [H]/N=N\N.O=NO
Gap between HOMO and LUMO ... 10.73 eV

Record 3
ORCA calculation (ωB97M-V/def2-TZVPD) on a cluster of 2 separate species, C3HF6O2S in total in a non-equilibrium geometry.

Geometry as XYZ:
```
13
Properties=species:S:1:pos:R:3
C 0.19342 0.31718 -1.45296
C -0.99541 0.86521 -0.65544
C -0.13629 0.01406 1.47991
O 2.32093 -0.98919 0.70680
O 0.54021 -2.59776 0.92239
F -0.15880 0.17446 -2.75387
F 1.23254 1.18309 -1.44976
F -2.23953 0.24753 -1.00737
F -1.21196 2.21802 -0.75158
F 0.16296 1.10670 2.17631
F -1.32134 -0.45520 2.06327
S 1.28802 -1.51888 1.53798
H 0.32527 -0.56522 -0.81567
```

Output
HOMO energy (alpha / beta) ... -4.13 / -4.30 eV
Energy relative to the best compared isomer or geometry (same formula, charge and spin) ... 63.3 kcal per mole
Charge ... -1
E_LUMO (alpha / beta) ... 3.3914 / 3.3449 eV
Electronic energy ... -34360.4394 eV
Gap between HOMO and LUMO (alpha / beta) ... 7.52 / 7.64 eV